{
  "formula": "C33H42DyN10S5",
  "method": "ωB97M-V/def2-TZVPD",
  "species": ["Dy", "C", "N", "C", "C", "C", "C", "C", "C", "N", "C", "C", "C", "C", "C", "C", "N", "C", "C", "C", "C", "C", "N", "H", "H", "H", "H", "H", "H", "H", "H", "H", "H", "H", "H", "H", "H", "H", "H", "H", "H", "C", "N", "C", "C", "N", "C", "C", "N", "C", "C", "N", "C", "N", "C", "C", "C", "N", "C", "H", "H", "H", "H", "H", "H", "H", "H", "H", "H", "H", "H", "H", "H", "H", "H", "H", "H", "H", "H", "H", "H", "H", "H", "S", "C", "S", "C", "C", "S", "S", "S"],
  "coordinates": [[0.10294, 0.10402, 0.13218], [-2.73938, 0.04084, -1.97997], [-2.14820, -0.83311, -0.94522], [-3.14549, -1.01664, 0.11754], [-2.58464, -1.52985, 1.41808], [-3.46559, -1.93313, 2.41229], [-2.96192, -2.37370, 3.61887], [-1.58454, -2.42686, 3.79061], [-0.77895, -2.01013, 2.75652], [-1.25914, -1.55353, 1.58527], [-1.77243, -2.14092, -1.51060], [-0.58889, -2.04652, -2.43626], [-0.52860, -2.79062, -3.60610], [0.58447, -2.67496, -4.41955], [1.59997, -1.80651, -4.04383], [1.45255, -1.09896, -2.86637], [0.38797, -1.22086, -2.07125], [-1.76453, 0.80227, -2.83870], [-2.11408, 1.12293, -4.13932], [-1.29635, 1.97381, -4.86653], [-0.15835, 2.47279, -4.26068], [0.12965, 2.07711, -2.96402], [-0.64485, 1.24637, -2.26356], [-3.31838, 0.80442, -1.46286], [-3.42776, -0.53337, -2.61182], [-3.95041, -1.68259, -0.21318], [-3.59893, -0.04749, 0.32539], [-4.53393, -1.89047, 2.23194], [-3.63248, -2.67825, 4.41467], [-1.14174, -2.78070, 4.71279], [0.29785, -2.02475, 2.84215], [-2.61851, -2.58189, -2.04834], [-1.51719, -2.81233, -0.68754], [-1.35247, -3.44051, -3.87572], [0.65238, -3.24050, -5.34115], [2.48036, -1.66248, -4.65888], [2.21397, -0.39357, -2.54822], [-3.02728, 0.72510, -4.56861], [-1.55213, 2.24532, -5.88302], [0.50186, 3.15854, -4.77416], [1.01319, 2.43674, -2.45149], [0.23887, -4.41184, 0.41215], [1.11037, -3.99933, -0.68428], [1.64440, -5.07789, -1.52088], [3.16053, -4.92073, -1.43557], [3.32321, -3.60458, -0.82148], [4.68528, -3.16739, -0.54002], [2.13480, -3.08961, -0.37582], [1.83839, -1.95732, 0.16506], [2.82801, -0.93268, 0.45847], [2.85148, -0.61049, 1.93362], [1.57684, -0.08681, 2.41105], [1.53622, 0.28064, 3.66432], [2.51880, 0.26181, 4.63514], [3.80089, -0.42100, 4.75593], [2.00445, 0.72076, 5.92394], [0.65732, 1.32065, 5.57496], [0.39906, 0.77444, 4.25450], [-0.71574, 1.33318, 3.53038], [0.73410, -5.11757, 1.09174], [-0.65063, -4.89864, 0.00702], [-0.06718, -3.53926, 0.97375], [1.29393, -4.96437, -2.54655], [1.31221, -6.04778, -1.15593], [3.62784, -4.94458, -2.41998], [3.63264, -5.68907, -0.81865], [5.34600, -4.00839, -0.74334], [4.81691, -2.90050, 0.50650], [5.00737, -2.33824, -1.17060], [2.57550, -0.01626, -0.09635], [3.83584, -1.16888, 0.15656], [3.66155, 0.10687, 2.09401], [3.10688, -1.55092, 2.43206], [4.20491, -0.75645, 3.81803], [3.70846, -1.28411, 5.42374], [4.51994, 0.26764, 5.20126], [2.68792, 1.44659, 6.36196], [1.91890, -0.12276, 6.61594], [0.69126, 2.41315, 5.53643], [-0.12791, 1.03053, 6.27192], [-0.67110, 2.42548, 3.50323], [-1.65711, 1.02784, 3.99106], [-0.72217, 0.99954, 2.51513], [-0.51791, 7.48106, 1.79190], [-0.42266, 5.93539, 1.26775], [1.05619, 5.14838, 0.83987], [0.41568, 3.54456, 0.52321], [-0.90692, 3.40056, 0.70832], [-1.89054, 1.95999, 0.52893], [-1.76131, 4.83983, 1.23512], [1.60972, 2.33480, 0.07095]],
  "lumo_energy_ha": [-0.085, -0.085],
  "multiplicity": 6,
  "orbital_gap_ev": [6.072, 6.077],
  "s_squared": 9.33,
  "charge": 1
}

{
  "formula": "C33H42N4O3S2TeTi",
  "method": "ωB97M-V/def2-TZVPD",
  "species": ["Ti", "C", "S", "C", "O", "H", "H", "H", "H", "H", "H", "C", "C", "O", "N", "Te", "C", "C", "C", "C", "C", "C", "C", "C", "C", "C", "C", "C", "C", "C", "C", "C", "C", "C", "H", "H", "H", "H", "H", "H", "H", "H", "H", "H", "H", "H", "H", "H", "H", "H", "H", "H", "H", "H", "H", "H", "H", "H", "H", "S", "C", "N", "C", "C", "C", "C", "H", "H", "H", "H", "H", "N", "C", "O", "C", "C", "C", "C", "N", "C", "H", "H", "H", "H", "H", "H"],
  "coordinates": [[-1.21450, 1.10345, -0.37458], [3.05332, 2.00853, -1.86842], [1.36857, 2.55167, -1.99977], [0.97759, 1.95659, -3.62974], [0.60454, 1.59774, -1.04656], [3.10871, 0.94145, -2.08101], [3.38980, 2.22746, -0.85682], [3.63558, 2.59156, -2.58333], [1.52015, 2.57791, -4.34302], [-0.09436, 2.08075, -3.77722], [1.27517, 0.91301, -3.70881], [-4.45149, -0.08264, -1.75232], [-3.16762, 0.30999, -1.11875], [-2.18849, 0.75999, -1.94731], [-2.85151, 0.27292, 0.13846], [-0.39100, -1.69679, -0.83615], [-0.07159, -3.14309, 0.69167], [0.49297, -4.36797, 0.29001], [0.81255, -4.74262, -1.13316], [0.75059, -5.31691, 1.27353], [0.45329, -5.10561, 2.61292], [0.75922, -6.14373, 3.65376], [-0.15039, -3.90624, 2.96010], [-0.42828, -2.91904, 2.02253], [-1.13092, -1.68034, 2.50481], [1.61964, -1.48192, -1.45825], [2.64914, -1.30102, -0.52840], [2.41917, -1.14302, 0.94956], [3.96150, -1.28658, -1.00068], [4.26696, -1.42104, -2.34865], [5.69153, -1.44611, -2.82454], [3.21296, -1.55223, -3.25030], [1.88895, -1.60125, -2.82935], [0.80458, -1.82719, -3.85218], [-4.76729, 0.67675, -2.46796], [-5.21510, -0.25802, -1.00021], [-4.28190, -1.00237, -2.31769], [-0.02314, -4.52636, -1.80283], [1.01381, -5.80997, -1.19666], [1.69125, -4.22043, -1.50780], [1.18740, -6.26223, 0.97368], [1.06737, -7.08324, 3.19950], [-0.11111, -6.33567, 4.28129], [1.56508, -5.80526, 4.30713], [-0.42452, -3.72930, 3.99486], [-2.15108, -1.92536, 2.80908], [-1.18068, -0.91600, 1.73222], [-0.61731, -1.25514, 3.36946], [1.53162, -0.54283, 1.16312], [3.27816, -0.66203, 1.41570], [2.27789, -2.11188, 1.43170], [4.76824, -1.16741, -0.28568], [6.36321, -0.98968, -2.09934], [5.80272, -0.92870, -3.77711], [6.01935, -2.47629, -2.97518], [3.43043, -1.65107, -4.30830], [1.21422, -1.78905, -4.86029], [-0.00056, -1.09112, -3.78511], [0.34298, -2.80797, -3.71957], [-0.42702, 1.61060, 1.90823], [-1.70225, 1.46678, 3.08081], [-2.87379, 0.88030, 2.77167], [-3.87687, 0.71010, 3.65624], [-3.74110, 1.14177, 4.94614], [-2.54038, 1.75763, 5.31156], [-1.52868, 1.91981, 4.38929], [-2.99934, 0.53662, 1.80535], [-4.76155, 0.21987, 3.27632], [-4.54532, 1.00210, 5.65218], [-2.40083, 2.10785, 6.32576], [-0.59179, 2.38579, 4.65675], [0.57031, 6.39821, 0.75329], [-0.31775, 6.59480, -0.26082], [-0.28931, 7.53537, -1.01719], [-1.34858, 5.51221, -0.46020], [-2.58763, 5.85277, -0.98932], [-3.50924, 4.84916, -1.23069], [-3.14622, 3.53757, -0.99172], [-1.94427, 3.19665, -0.50839], [-1.07268, 4.17996, -0.22853], [1.20285, 7.16245, 0.93821], [0.32456, 5.81684, 1.53645], [-2.80335, 6.89091, -1.20713], [-4.49271, 5.06978, -1.61978], [-3.83489, 2.73088, -1.19919], [-0.11950, 3.87623, 0.18268]],
  "lumo_energy_ha": -0.232,
  "orbital_gap_ev": 6.685,
  "charge": 2
}

Sequential energy above the lowest of the compared OMol25 structures with the same formula, charge and spin output: 119.0, 11.4 kJ/mol
Sequential total energy output: -128062.2531, -99074.8301 eV